Molecular formula: C24H28Cl4N4
Method: DFT, ωB97M-V with the def2-TZVPD basis set

Output
2S+1 ... 1
Strongest force on any atom ... 3.9 eV Å⁻¹
SMILES ... c1ccncc1.c1ccncc1.c1ccncc1.c1ccncc1.ClCCCl.ClCCCl
HOMO energy ... -8.905 eV
Frontier orbital gap ... 9.5 eV
Total charge ... 0
E_LUMO ... 0.613 eV

Each atom is followed by the atoms it is bonded to, with distances in Å.
Element x y z (Å)
1 C -1.31 5.04 2.47  C2 1.419, C6 1.380, H7 1.080
2 C -0.66 5.03 1.20  C1 1.419, C3 1.362, H8 1.080
3 C -1.16 4.32 0.15  C2 1.362, N4 1.359, H9 1.080
4 N -2.26 3.53 0.22  C3 1.359, C5 1.347
5 C -2.95 3.56 1.38  N4 1.347, C6 1.450, H10 1.080
6 C -2.45 4.28 2.53  C1 1.380, C5 1.450, H11 1.080
7 H -1.13 5.76 3.25  C1 1.080
8 H 0.17 5.72 1.09  C2 1.080
9 H -0.69 4.18 -0.81  C3 1.080
10 H -3.69 2.77 1.47  C5 1.080
11 H -3.06 4.13 3.41  C6 1.080
12 C -3.51 -0.27 3.01  C13 1.384, C17 1.359, H18 1.080
13 C -2.33 -0.13 2.31  C12 1.384, C14 1.474, H19 1.080
14 C -2.41 0.13 0.86  C13 1.474, N15 1.345, H20 1.080
15 N -3.62 0.26 0.28  C14 1.345, C16 1.362
16 C -4.75 0.13 1.03  N15 1.362, C17 1.365, H21 1.080
17 C -4.70 -0.18 2.36  C12 1.359, C16 1.365, H22 1.080
18 H -3.46 -0.71 4.00  C12 1.080
19 H -1.41 -0.17 2.86  C13 1.080
20 H -1.57 0.26 0.18  C14 1.080
21 H -5.57 0.27 0.35  C16 1.080
22 H -5.53 -0.63 2.90  C17 1.080
23 C 2.46 -4.17 -0.55  C24 1.395, C28 1.395, H29 1.080
24 C 1.64 -5.30 -0.45  C23 1.395, C25 1.412, H30 1.080
25 C 1.50 -5.90 0.82  C24 1.412, N26 1.316, H31 1.080
26 N 2.18 -5.45 1.85  C25 1.316, C27 1.372
27 C 2.92 -4.31 1.73  N26 1.372, C28 1.353, H32 1.080
28 C 3.04 -3.59 0.58  C23 1.395, C27 1.353, H33 1.080
29 H 2.59 -3.79 -1.55  C23 1.080
30 H 1.20 -5.86 -1.27  C24 1.080
31 H 0.92 -6.78 1.07  C25 1.080
32 H 3.56 -4.06 2.56  C27 1.080
33 H 3.80 -2.84 0.47  C28 1.080
34 C 2.78 0.28 -1.32  C35 1.387, C39 1.419, H40 1.080
35 C 2.07 0.09 -0.14  C34 1.387, C36 1.387, H41 1.080
36 C 0.94 0.88 -0.05  C35 1.387, N37 1.391, H42 1.080
37 N 0.40 1.77 -0.97  C36 1.391, C38 1.406
38 C 1.17 1.84 -2.14  N37 1.406, C39 1.399, H43 1.080
39 C 2.35 1.13 -2.38  C34 1.419, C38 1.399, H44 1.080
40 H 3.62 -0.39 -1.46  C34 1.080
41 H 2.22 -0.54 0.72  C35 1.080
42 H 0.35 0.63 0.82  C36 1.080
43 H 1.01 2.67 -2.81  C38 1.080
44 H 3.02 1.45 -3.16  C39 1.080
45 Cl 4.01 2.18 -5.55  C46 1.787
46 C 2.35 2.27 -6.20  Cl45 1.787, C47 1.537, H49 1.090, H50 1.090
47 C 2.01 3.69 -6.68  C46 1.537, Cl48 1.811, H51 1.090, H52 1.090
48 Cl 2.30 4.91 -5.38  C47 1.811
49 H 1.67 1.75 -5.52  C46 1.090
50 H 2.36 1.50 -6.98  C46 1.090
51 H 0.94 3.78 -6.86  C47 1.090
52 H 2.56 3.89 -7.60  C47 1.090
53 Cl 0.24 -2.10 1.83  C54 1.779
54 C -0.86 -3.49 1.98  Cl53 1.779, C55 1.537, H57 1.090, H58 1.090
55 C -0.73 -3.99 3.42  C54 1.537, Cl56 1.799, H59 1.090, H60 1.090
56 Cl -1.53 -2.89 4.60  C55 1.799
57 H -0.42 -4.32 1.42  C54 1.090
58 H -1.80 -3.15 1.55  C54 1.090
59 H 0.33 -4.04 3.69  C55 1.090
60 H -1.13 -5.00 3.42  C55 1.090